[1]
# C13H32BeFNO12P3

A molecular structure, C13H32BeFNO12P3 (ωB97M-V/def2-TZVPD, the Open Molecules 2025 dataset).

Properties
* 2S+1: 1
* largest force on an atom: 0.152 hartree/bohr
* highest occupied orbital energy: -9.7 eV
* LUMO level: -6.5 eV
* energy above the lowest of the compared OMol25 structures with the same formula, charge and spin: 74.3 kcal per mole
* HOMO-LUMO gap: 3.26 eV
* net charge: +1

```
63
C13H32BeFNO12P3, DFT ωB97M-V/def2-TZVPD
Be 1.1305 0.8903 1.3061
F 0.5541 -1.1067 -0.0509
C 0.0676 -0.0011 -2.9512
O 0.4817 1.4118 -2.9871
P -0.2098 2.4399 -1.9554
O -0.0610 2.0577 -0.5172
O -1.7379 2.5343 -2.6548
C -2.6860 3.3726 -1.9672
O 0.5165 3.8494 -2.3329
C 0.2669 4.3484 -3.6230
H 0.9669 -0.5881 -2.7648
H -0.1268 -0.4156 -3.9405
H -0.8418 -0.1024 -2.3590
H -3.4415 2.6591 -1.6385
H -3.3014 3.7783 -2.7702
H -2.5032 4.2145 -1.2994
H 0.1912 3.6196 -4.4300
H 1.1361 4.9682 -3.8430
H -0.4603 5.1600 -3.6481
C -3.1884 0.0631 0.3142
O -3.4150 1.3755 0.8049
P -2.4911 2.0477 1.9976
O -1.1385 1.4255 2.2421
O -2.3915 3.6040 1.6912
C -3.5014 4.4611 1.5894
O -3.4512 2.0563 3.2954
C -3.5225 0.8741 4.2232
H -3.9124 -0.5497 0.8513
H -2.1592 -0.1492 0.6034
H -3.1620 0.0114 -0.7742
H -3.3417 5.4254 2.0718
H -4.4837 4.1309 1.9274
H -3.6895 4.8354 0.5831
H -3.4716 -0.0436 3.6372
H -4.5722 0.8819 4.5170
H -2.9458 1.0934 5.1218
C 3.1278 -2.8667 -0.5456
O 4.3203 -2.2642 -0.1185
P 4.3719 -1.3311 1.2182
O 3.2275 -0.3784 1.4994
O 4.4709 -2.4926 2.2967
C 5.3052 -3.4969 2.2462
O 5.8724 -0.8155 1.1835
C 6.3465 -0.1693 2.3506
H 2.4039 -2.3409 -1.1682
H 2.5132 -3.0633 0.3329
H 3.3341 -3.8872 -0.8683
H 5.0868 -4.0273 3.1731
H 6.3600 -3.2532 2.1189
H 4.8880 -4.1028 1.4419
H 7.0648 -0.6644 3.0041
H 5.5935 0.1846 3.0548
H 6.9314 0.6857 2.0116
N -0.8885 -3.3381 -0.8719
C -1.1821 -3.3881 -2.2071
C -2.1554 -4.3478 -2.4059
C -2.3398 -4.9139 -1.1143
C -1.5808 -4.2671 -0.1788
H -0.1977 -2.7074 -0.4910
H -0.6347 -2.7689 -2.9024
H -2.7319 -4.6411 -3.2709
H -3.1925 -5.5523 -0.9360
H -1.4189 -4.4252 0.8772
```

Mulliken population analysis, charges in e, atoms 1 to 4:
1. Be 1.58
2. F -0.69
3. C -0.50
4. O -0.44

=====

[2]
# C11H12NO4

2 unconnected molecules or ions with the total composition C11H12NO4 (ωB97M-V/def2-TZVPD, the Open Molecules 2025 dataset).

Properties
* 2S+1: 1
* largest force on an atom: 0.082 hartree/bohr
* highest occupied orbital energy: -1.7 eV
* LUMO level: 0.2 eV
* HOMO-LUMO gap: 1.91 eV
* net charge: -1

```
28
C11H12NO4, DFT ωB97M-V/def2-TZVPD
C 2.2279 0.4971 0.5794
C 1.6910 0.9196 -0.4390
C 0.8191 1.6253 -1.5604
N -0.6054 1.4182 -1.1994
C -1.4733 2.5560 -1.2266
C -2.8843 2.4222 -0.8377
C -3.4286 1.0441 -0.3922
C -4.9145 0.9291 0.0597
O -5.8207 0.3882 -0.5445
O -5.2242 1.5065 1.3342
C -2.4574 -0.1513 -0.4088
C -1.0499 0.0981 -0.8197
H 2.5992 0.3762 1.6334
H 1.0949 1.2050 -2.5711
H 1.0359 2.7347 -1.4521
H -1.0371 3.5357 -1.5514
H -3.5295 3.3470 -0.8586
H -4.7381 2.3556 1.4187
H -2.8416 -1.1622 -0.0873
H -0.3593 -0.7944 -0.7866
O 3.8682 -4.7605 0.5999
C 3.3268 -3.5932 0.8304
C 4.4234 -2.6221 1.5800
O 3.8789 -1.4566 1.8204
H 2.4313 -3.5713 1.4802
H 2.9844 -3.0130 -0.0474
H 5.3158 -2.6342 0.9276
H 4.7779 -3.2009 2.4530
```

Mulliken population analysis, charges in e, atoms 1 to 4:
1. C -0.02
2. C -0.43
3. C -0.49
4. N 0.18

=====

[3]
# C5H14N3

2 unconnected molecules or ions with the total composition C5H14N3 (ωB97M-V/def2-TZVPD, the Open Molecules 2025 dataset).

Properties
* 2S+1: 1
* largest force on an atom: 0.096 hartree/bohr
* highest occupied orbital energy: -13.6 eV
* LUMO level: -3.4 eV
* energy above the lowest of the compared OMol25 structures with the same formula, charge and spin: 67.2 kcal per mole
* HOMO-LUMO gap: 10.18 eV
* net charge: +1

```
22
C5H14N3, DFT ωB97M-V/def2-TZVPD
C -1.9113 -1.3595 1.2475
C -0.4861 -1.5075 1.1976
C 0.9091 0.4429 1.4348
C 1.7188 1.5859 1.1095
C 0.5881 0.1169 -2.9094
N -2.4199 -0.2500 1.1402
N 0.1240 -0.2608 0.7268
N -0.2729 0.4212 -1.6988
H 0.9450 0.2649 2.5897
H -2.5674 -2.3130 1.3043
H -0.2893 -1.8246 2.1938
H -0.1132 -2.3018 0.5765
H 2.6951 1.2064 0.8318
H 1.9782 2.0303 2.0722
H 1.4228 2.2902 0.2521
H 1.6594 0.2070 -2.4974
H 0.3425 -0.8680 -3.2727
H 0.4613 0.8204 -3.7378
H -3.3994 -0.0973 1.1648
H -0.3724 1.4591 -1.6259
H 0.1839 -0.0004 -0.3321
H -1.1965 -0.0623 -1.7675
```

Mulliken population analysis, charges in e, atoms 1 to 4:
1. C -0.07
2. C -0.79
3. C 0.39
4. C -1.11

=====

[4]
# C32H49BN10PdS3

A molecular structure, C32H49BN10PdS3 (ωB97M-V/def2-TZVPD, the Open Molecules 2025 dataset).

Properties
* 2S+1: 1
* largest force on an atom: 0.004 hartree/bohr
* highest occupied orbital energy: -14.1 eV
* LUMO level: -6.3 eV
* energy above the lowest of the compared OMol25 structures with the same formula, charge and spin: 0.0 kcal per mole
* HOMO-LUMO gap: 7.74 eV
* net charge: +2

```
96
C32H49BN10PdS3, DFT ωB97M-V/def2-TZVPD
Pd -2.0353 0.6054 -2.4364
C -2.8095 3.3894 1.8580
C -1.9447 2.1962 1.6162
C -1.3892 1.4470 2.6108
C -0.5756 0.3170 2.3241
N -0.3077 -0.0154 1.0907
N -0.8338 0.7346 0.1172
B -0.2422 0.5689 -1.2760
N 0.4396 -0.7556 -1.6067
N 1.6452 -0.8139 -0.9982
C 2.3410 -1.9073 -1.1084
C 1.8404 -3.0129 -1.8524
C 0.6515 -2.9427 -2.5035
C 0.0998 -4.0602 -3.3274
C -0.0743 -1.7178 -2.3796
S -1.5525 -1.5140 -3.2265
C 3.6936 -1.9753 -0.4263
C 3.9666 -0.6969 0.3604
C 4.7672 -2.1501 -1.5117
C 3.7135 -3.1795 0.5257
N 0.6329 1.7857 -1.6098
N 1.3151 2.3452 -0.6128
C 2.0989 3.3532 -0.9050
C 2.2468 3.7853 -2.2494
C 1.5214 3.2236 -3.2625
C 1.5893 3.6616 -4.6883
C 0.6287 2.2003 -2.8703
S -0.5180 1.4398 -3.9078
C 2.8242 3.9952 0.2701
C 3.4730 5.3206 -0.1310
C 1.8144 4.2469 1.3981
C 3.9023 3.0188 0.7594
C -1.6591 1.7787 0.2905
S -2.3061 2.5466 -1.1126
C 0.0902 -0.4913 3.4236
C 0.6066 -1.8224 2.8765
C -0.8904 -0.7568 4.5707
C 1.2728 0.3510 3.9324
H -2.9239 3.5778 2.9228
H -2.3775 4.2756 1.3893
H -3.7962 3.2449 1.4142
H -1.5743 1.7155 3.6426
H 2.4293 -3.9186 -1.9133
H 0.7731 -4.9138 -3.3176
H -0.8735 -4.3756 -2.9470
H -0.0458 -3.7399 -4.3607
H 3.9561 0.1773 -0.2899
H 3.2194 -0.5452 1.1422
H 4.9482 -0.7674 0.8293
H 4.7804 -1.2964 -2.1917
H 5.7484 -2.2264 -1.0431
H 4.6123 -3.0559 -2.1001
H 2.9246 -3.1056 1.2766
H 3.6019 -4.1285 -0.0004
H 4.6709 -3.2096 1.0461
H 2.9214 4.5998 -2.4730
H 2.3074 4.4677 -4.8152
H 1.8803 2.8295 -5.3323
H 0.6102 4.0063 -5.0274
H 2.7454 6.0241 -0.5414
H 3.9138 5.7815 0.7522
H 4.2786 5.1837 -0.8545
H 1.0188 4.9205 1.0714
H 1.3658 3.3133 1.7385
H 2.3245 4.7119 2.2418
H 4.6273 2.7963 -0.0263
H 4.4412 3.4611 1.5980
H 3.4510 2.0836 1.0927
H -0.2099 -2.4337 2.4874
H 1.3292 -1.6691 2.0752
H 1.0923 -2.3745 3.6813
H -1.7915 -1.2633 4.2191
H -0.4125 -1.4026 5.3071
H -1.1832 0.1548 5.0925
H 1.9816 0.5509 3.1259
H 0.9374 1.3069 4.3408
H 1.7940 -0.1867 4.7249
C -6.4261 -3.8345 -0.6693
C -5.4742 -3.5433 0.4863
C -4.0632 -4.0429 0.1927
C -5.4860 -2.0650 0.8803
N -5.0228 -1.1891 -0.2062
C -5.7078 -0.6499 -1.2254
N -4.8715 0.0051 -1.9969
N -3.6875 -0.1654 -1.4118
N -3.7437 -0.8776 -0.3437
H -6.5006 -4.9086 -0.8326
H -6.0680 -3.3963 -1.6049
H -7.4336 -3.4630 -0.4724
H -5.8469 -4.0586 1.3763
H -3.6438 -3.5545 -0.6909
H -4.0810 -5.1143 -0.0037
H -3.3894 -3.8645 1.0324
H -4.8254 -1.8715 1.7232
H -6.4911 -1.7330 1.1375
H -6.7704 -0.7427 -1.3706
```

Mulliken population analysis, charges in e, atoms 1 to 4:
1. Pd -1.64
2. C -1.83
3. C 0.09
4. C -0.47

=====

[5]
# C21H30As3F3N3S3Sn

A molecular structure, C21H30As3F3N3S3Sn (ωB97M-V/def2-TZVPD, the Open Molecules 2025 dataset).

Properties
* 2S+1: 1
* largest force on an atom: 0.008 hartree/bohr
* highest occupied orbital energy: -4.9 eV
* LUMO level: 2.2 eV
* energy above the lowest of the compared OMol25 structures with the same formula, charge and spin: 0.0 kcal per mole
* HOMO-LUMO gap: 7.18 eV
* net charge: -1

```
64
C21H30As3F3N3S3Sn, DFT ωB97M-V/def2-TZVPD
Sn 1.3065 3.0030 0.2254
F -3.6127 3.5604 -4.2827
C -2.3137 3.5619 -3.8922
F -1.8091 4.7401 -4.2807
F -1.7088 2.6058 -4.6206
C -2.1930 3.3189 -2.4139
C -3.3373 3.1453 -1.6654
C -3.2538 2.8957 -0.3002
C -1.9959 2.8335 0.2605
N -0.8860 2.9991 -0.4561
C -0.9218 3.2524 -1.7920
S 0.5966 3.4729 -2.5669
H -4.3019 3.2053 -2.1503
H -4.1363 2.7693 0.3088
H -1.8387 2.6698 1.3202
S 1.0410 5.4689 0.8125
C 0.6368 4.9511 2.4266
S 0.3965 3.2510 2.7007
C 0.5233 5.8641 3.4552
C 0.7430 7.2562 3.2459
N 0.9090 8.3862 3.0886
C 0.1697 5.4580 4.7737
N -0.1100 5.1347 5.8446
C 1.1050 -0.9057 -3.4712
As 0.5720 -0.4805 -1.6319
C -1.3403 -0.2557 -2.0036
C 0.3600 -2.3550 -0.9751
C 1.4177 -2.8969 -0.0080
C 2.8178 -2.5573 -0.5370
C 1.2517 -2.3592 1.4218
As 1.0135 -0.4200 1.7560
C 0.8904 -0.6235 3.7050
C 2.8977 0.1215 1.7444
C 1.3413 -4.4378 0.0558
As -0.2822 -5.5312 0.3717
C -1.4893 -4.4509 1.4838
C -1.2472 -5.2893 -1.3228
H 0.4230 -1.6298 -3.9208
H 2.1183 -1.3083 -3.4751
H 1.0945 0.0190 -4.0477
H -1.7435 -1.1742 -2.4340
H -1.4864 0.5606 -2.7066
H -1.8676 -0.0219 -1.0783
H 0.3330 -2.9853 -1.8688
H -0.6313 -2.4094 -0.5198
H 2.9828 -1.4804 -0.5718
H 2.9484 -2.9491 -1.5493
H 3.5925 -2.9948 0.0983
H 2.1043 -2.6838 2.0284
H 0.3646 -2.8058 1.8719
H 1.7164 -1.2210 4.0950
H -0.0554 -1.1017 3.9611
H 0.9126 0.3676 4.1575
H 3.5236 -0.6701 2.1601
H 2.9910 1.0198 2.3558
H 3.2186 0.3639 0.7336
H 2.0503 -4.7878 0.8120
H 1.7006 -4.8492 -0.8958
H -1.1075 -4.3824 2.5013
H -2.4385 -4.9875 1.5146
H -1.6652 -3.4502 1.0911
H -0.5850 -5.5373 -2.1528
H -1.6207 -4.2763 -1.4556
H -2.0846 -5.9869 -1.3350
```

Mulliken population analysis, charges in e, atoms 1 to 4:
1. Sn 0.22
2. F -0.33
3. C 0.56
4. F -0.24